{
  "formula": "C28H30BCl2CoN10O4S",
  "method": "wB97M-V/def2-TZVPD",
  "homo_lumo_gap_ha": 0.2574,
  "lumo_ev": -7.4,
  "charge": 2,
  "e_tot_ha": -4659.0728,
  "elements": ["Co", "Cl", "Cl", "S", "O", "O", "O", "O", "N", "N", "N", "N", "N", "N", "N", "N", "N", "N", "C", "C", "C", "C", "C", "C", "C", "C", "C", "C", "C", "C", "C", "C", "C", "C", "C", "C", "C", "C", "C", "C", "C", "C", "C", "C", "C", "C", "B", "H", "H", "H", "H", "H", "H", "H", "H", "H", "H", "H", "H", "H", "H", "H", "H", "H", "H", "H", "H", "H", "H", "H", "H", "H", "H", "H", "H", "H", "H"],
  "positions_angstrom": [[1.795863, 1.473852, -0.856299], [5.992487, 1.826219, -1.057925], [3.428645, 1.729289, -2.571782], [-2.536921, -2.464881, -0.761371], [0.848511, -2.156203, -5.081654], [-2.361568, -2.462399, 0.674399], [0.164314, -3.855108, -3.927520], [-2.197672, -1.240989, -1.469132], [0.536068, -2.376229, -1.558563], [-4.321359, 0.498264, 5.284092], [3.601560, 4.372484, 2.384990], [1.288168, -0.314747, -1.469108], [2.438575, 3.038086, 0.260137], [3.018859, 0.584060, 0.228086], [0.264740, 2.039788, -2.023983], [-2.059689, 1.987684, -3.514546], [0.569631, -2.716389, -4.048612], [0.438115, 1.631160, 0.373237], [3.688890, -0.072802, 0.907885], [3.459159, 3.854148, 0.068477], [-1.543643, -3.779291, -1.446670], [0.729505, 2.090583, 1.589743], [-0.806181, 1.363079, -0.032193], [5.045237, 0.919796, -2.184239], [-0.925071, 2.442695, -4.020634], [-4.205460, -2.906783, -1.160279], [1.227529, -0.679127, -2.788559], [-4.667660, -4.203833, -0.511431], [-2.449708, 1.095517, 3.318519], [-2.625373, 1.939057, 4.409612], [-1.453073, 1.380789, 2.269961], [0.255544, 2.463511, -3.281471], [2.568700, 3.552372, 2.576153], [-3.580287, 1.598968, 5.357151], [1.968832, 2.888612, 1.528089], [-2.051103, 1.574772, -2.251684], [-0.899239, 1.600805, -1.486966], [-0.208688, 1.943993, 2.592009], [4.028837, 4.536222, 1.148561], [-1.783450, 1.174178, 0.918158], [0.867035, -1.359844, -0.738320], [0.767638, -1.945637, -2.845795], [-4.139063, -0.308886, 4.244939], [-3.227441, -0.054903, 3.230004], [0.803702, -1.480180, 0.741956], [-0.061023, -3.647489, -1.111143], [4.577419, -0.950056, 1.831040], [4.791258, -0.060971, -1.798555], [-4.773186, -2.043705, -0.802519], [-1.716674, -3.791163, -2.521636], [-0.169199, -1.855382, 1.057250], [-5.746249, -4.292131, -0.626708], [-2.067937, 2.860877, 4.515100], [0.001216, 2.261227, 3.604166], [-4.218520, -5.076618, -0.983134], [3.836516, 3.974886, -0.936102], [4.855379, 5.216584, 0.986021], [1.585665, -2.161335, 1.088167], [4.660134, -0.343490, 2.871767], [0.474673, -4.464135, -1.585972], [-0.935842, 2.799947, -5.042607], [-3.756714, 2.242201, 6.210780], [-2.797237, 0.928863, 0.636362], [2.217315, 3.427793, 3.593125], [5.527561, 0.887584, -3.154600], [0.097280, -3.711184, -0.038576], [-3.100306, -0.762521, 2.419242], [-4.748144, -1.204816, 4.220952], [-4.438531, -4.213807, 0.553059], [1.517399, -0.049273, -3.609057], [5.636179, -1.065897, 1.263110], [3.984057, -2.000638, 1.939413], [-2.980464, 1.208551, -1.838306], [1.181000, 2.823530, -3.710532], [-4.265898, -2.917972, -2.249629], [0.987427, -0.527968, 1.219685], [-1.908050, -4.713245, -1.017585]],
  "forces_ev_per_a": [[0.23, 0.09, -0.20], [-0.05, 0.01, 0.02], [0.02, 0.04, 0.06], [0.01, 0.02, 0.01], [-0.06, 0.02, 0.00], [0.02, 0.00, 0.01], [-0.04, 0.02, 0.00], [0.01, 0.00, 0.00], [0.01, 0.00, 0.01], [0.00, 0.00, 0.00], [0.00, 0.00, 0.00], [-0.18, -0.01, 0.01], [-0.15, -0.04, 0.04], [0.01, -0.03, -0.02], [0.02, 0.03, 0.08], [0.00, 0.00, 0.00], [0.15, -0.05, 0.00], [0.03, -0.16, 0.02], [0.09, 0.08, 0.03], [-0.02, 0.04, -0.04], [0.01, 0.01, 0.00], [-0.01, 0.02, -0.02], [0.01, 0.02, -0.02], [-0.03, -0.07, -0.03], [0.00, 0.00, 0.00], [0.00, 0.00, 0.00], [-0.01, 0.00, 0.00], [0.00, 0.00, 0.00], [0.00, 0.00, 0.00], [0.00, 0.00, 0.00], [-0.01, 0.00, 0.01], [0.02, 0.01, 0.00], [0.00, 0.01, 0.00], [0.00, 0.00, 0.00], [0.01, -0.01, 0.02], [-0.01, -0.02, 0.00], [-0.03, 0.01, 0.01], [-0.01, 0.02, -0.01], [0.00, 0.00, 0.00], [0.00, 0.03, 0.00], [0.07, -0.02, -0.01], [-0.08, 0.03, 0.00], [0.00, 0.00, 0.00], [0.00, 0.00, 0.00], [0.01, -0.01, 0.00], [-0.02, 0.01, -0.01], [-0.04, -0.03, 0.01], [0.00, 0.03, 0.06], [0.01, 0.00, 0.00], [0.00, 0.00, 0.00], [-0.02, 0.00, 0.00], [0.00, 0.00, -0.01], [0.00, 0.00, 0.00], [0.00, 0.00, 0.00], [0.01, 0.00, 0.01], [0.01, -0.02, -0.01], [0.00, 0.00, 0.00], [-0.01, 0.00, 0.00], [0.01, -0.01, -0.01], [0.01, 0.00, 0.00], [0.00, 0.00, 0.00], [0.00, 0.00, 0.00], [0.00, 0.00, 0.00], [0.01, -0.01, 0.00], [-0.01, -0.03, 0.00], [-0.01, 0.00, 0.00], [0.00, 0.00, -0.01], [0.00, 0.00, 0.00], [-0.01, 0.00, 0.00], [0.00, 0.00, -0.01], [0.00, 0.00, -0.01], [0.00, 0.00, -0.01], [0.00, -0.01, 0.00], [0.01, 0.00, 0.01], [-0.01, 0.00, 0.00], [0.00, 0.00, 0.01], [0.00, 0.00, 0.00]]
}

{
  "formula": "C28H30Br2F2MgN2NaO16SSiV",
  "method": "wB97M-V/def2-TZVPD",
  "homo_lumo_gap_ha": 0.0424,
  "lumo_ev": -5.9,
  "e_tot_ha": -9739.3791,
  "elements": ["Br", "Br", "V", "S", "Si", "Mg", "Na", "F", "F", "O", "O", "O", "O", "O", "O", "O", "O", "O", "O", "O", "O", "O", "O", "O", "O", "N", "N", "C", "C", "C", "C", "C", "C", "C", "C", "C", "C", "C", "C", "C", "C", "C", "C", "C", "C", "C", "C", "C", "C", "C", "C", "C", "C", "C", "C", "H", "H", "H", "H", "H", "H", "H", "H", "H", "H", "H", "H", "H", "H", "H", "H", "H", "H", "H", "H", "H", "H", "H", "H", "H", "H", "H", "H", "H", "H"],
  "positions_angstrom": [[-1.582171, 3.032191, -1.023893], [3.621185, 4.761550, -1.972890], [2.071376, -0.650577, 8.904067], [5.467222, 2.071299, -2.701039], [-0.925597, -2.217294, 2.486812], [7.419975, 3.973523, -1.429195], [0.082103, -2.677478, 5.297975], [-6.233078, -4.389242, 5.681137], [-7.837307, -5.191043, 4.089833], [4.344610, 1.659142, -3.730449], [6.560897, 1.170966, -2.798017], [-1.151508, 1.691682, 5.470031], [1.759957, -1.479605, 1.049939], [-7.057526, -1.268996, 4.541223], [-1.476517, 3.786257, 5.150807], [-1.522933, 1.255738, -2.496446], [-5.258758, -2.586028, 4.751875], [5.694731, 3.526507, -2.807060], [-5.100584, -0.623141, 3.646726], [-2.204039, 2.361140, 3.725890], [4.685819, 1.746499, -1.360113], [-2.178390, 0.649953, -3.585184], [0.467454, -0.446633, -3.527458], [3.263201, 0.450470, 9.312480], [0.864909, -1.773447, 8.422293], [2.669404, 8.027952, -6.417505], [-1.614310, 2.619649, 4.785134], [3.141954, 6.109192, -5.055583], [2.392367, -2.645195, -3.435118], [1.476913, 7.497200, -6.684073], [1.659932, -2.147606, -2.396254], [1.897332, 5.576650, -5.344393], [-1.928960, -1.167879, -1.924738], [3.834645, -3.747155, -1.919614], [3.102952, -3.242856, -0.872350], [-2.339803, -0.768570, -3.329948], [-0.267886, -1.682660, -0.255921], [-0.612446, -1.365747, -1.569621], [-5.751317, -1.415176, 4.256054], [0.472312, -1.232698, -2.594690], [3.488406, -3.459723, -3.226996], [1.042524, 6.282231, -6.175108], [-2.598311, -1.659499, 0.292738], [3.331441, 0.880846, -3.043133], [0.255509, -3.691842, 2.787587], [1.190396, -1.837354, 0.032731], [2.009227, -2.442792, -1.085921], [3.475476, 7.333619, -5.614570], [-2.940021, -1.321726, -0.996270], [-1.280493, -1.831129, 0.669822], [-6.217502, -3.052951, 5.697188], [-7.504098, -2.494073, 5.159736], [-2.543976, -2.583227, 3.396306], [3.301546, 1.445508, -1.646945], [-0.301139, -0.563987, 3.268113], [4.707745, -4.372792, -1.759724], [0.061417, 5.900891, -6.424168], [2.739284, 2.372225, -1.603136], [-5.945658, -2.697302, 6.695808], [-0.551177, -0.505849, 4.350794], [-3.030046, -1.621033, 3.601416], [-8.237025, -2.296204, 5.938407], [3.835307, 5.588390, -4.412000], [1.597569, 4.623083, -4.926071], [4.438200, 7.792132, -5.413962], [-3.418546, -0.946697, -3.414882], [-3.218232, -3.195270, 2.790093], [0.843252, 8.082922, -7.341227], [3.655219, -0.161172, -3.046174], [-3.385354, -1.766257, 1.034289], [4.087676, -3.847778, -4.042622], [2.899505, 0.744265, -0.918205], [2.145349, -2.396960, -4.466455], [2.372010, 0.963005, -3.543919], [-7.947251, -3.153455, 4.407703], [0.370684, -4.318283, 1.899830], [0.769916, -0.432745, 3.070210], [-0.195181, -4.354457, 3.595031], [-0.851945, 1.851965, -2.870384], [-3.978915, -1.178926, -1.273959], [-2.379044, -3.050825, 4.379658], [3.430827, -3.473567, 0.138850], [-1.858274, -1.355041, -4.119090], [-0.798686, 0.236441, 2.708834], [1.224266, -3.283144, 3.109054]],
  "forces_ev_per_a": [[-0.18, 0.66, 0.76], [-0.51, 0.71, 0.84], [0.06, 0.59, 0.52], [-1.88, -0.92, -0.29], [-0.54, 1.00, 0.63], [-1.16, 0.21, -0.53], [-0.06, 0.37, 0.56], [0.67, -0.07, 0.55], [-0.33, 0.09, -0.35], [0.45, 0.85, 0.31], [0.70, 0.61, 0.18], [0.03, -0.16, 0.06], [-0.75, -0.39, -0.23], [0.40, -0.08, 0.14], [-0.01, -0.07, 0.00], [0.58, -0.26, 0.30], [-0.14, 0.61, 0.30], [1.99, -1.52, 0.20], [0.06, -0.09, -0.11], [0.08, -0.10, 0.00], [0.71, 0.19, -0.39], [-0.26, -0.14, -0.73], [-0.25, -0.41, 0.40], [-1.02, -1.15, -0.58], [0.85, 0.43, -0.60], [-0.03, -0.12, 0.07], [0.04, 0.18, -0.09], [0.10, 0.06, -0.22], [0.36, 0.00, -1.85], [0.05, 0.13, -0.05], [-1.17, 0.60, 0.67], [-0.05, -0.08, 0.00], [-0.72, 0.26, -1.21], [0.68, -0.50, -0.58], [0.66, -0.22, 1.35], [-0.57, -0.01, 0.51], [0.21, 0.01, -0.65], [0.78, 0.09, -0.57], [-0.17, 0.13, -0.24], [0.67, -0.09, -0.36], [0.04, 0.06, 0.37], [0.04, -0.01, 0.02], [-0.66, 0.01, 0.41], [-0.12, -0.66, 0.22], [-0.61, 0.06, 0.87], [0.91, -0.14, 0.02], [-0.71, 0.29, 0.02], [-0.04, 0.11, -0.11], [0.09, -0.03, 0.04], [0.59, -0.47, 1.41], [-0.32, -0.62, -0.29], [-0.64, 0.14, -0.06], [0.64, 0.43, -0.40], [-0.87, 0.13, -0.02], [0.33, -1.36, -0.22], [-0.16, 0.06, 0.27], [0.00, 0.03, -0.01], [0.03, 0.10, 0.06], [0.09, -0.05, -0.01], [0.09, 0.51, -0.64], [-0.09, -0.22, -0.12], [0.08, 0.29, -0.03], [-0.06, 0.09, -0.09], [0.01, 0.02, 0.03], [0.02, -0.05, 0.04], [0.19, 0.06, -0.04], [-0.02, -0.12, 0.42], [-0.05, -0.05, 0.01], [0.00, 0.02, -0.08], [0.07, -0.01, -0.09], [-0.20, 0.06, -0.02], [0.42, -0.09, 0.11], [-0.23, 0.11, 0.25], [0.17, 0.20, -0.25], [0.27, -0.33, 0.10], [0.19, 0.04, 0.19], [-0.15, -0.01, 0.33], [0.56, 0.53, -0.92], [-0.09, -0.45, -0.62], [0.12, 0.02, 0.00], [-0.18, -0.15, -0.24], [-0.21, 0.12, -0.06], [0.32, 0.37, 0.13], [-0.23, -0.01, 0.53], [0.07, -0.42, -0.24]]
}

{
  "formula": "C28H30BrN4O3Sr",
  "method": "wB97M-V/def2-TZVPD",
  "homo_lumo_gap_ha": 0.2357,
  "lumo_ev": -3.7,
  "charge": 1,
  "e_tot_ha": -4134.3154,
  "elements": ["Sr", "Br", "O", "O", "O", "N", "N", "N", "N", "C", "C", "C", "C", "C", "C", "C", "C", "C", "C", "C", "C", "C", "C", "C", "C", "C", "C", "C", "C", "C", "C", "C", "C", "C", "C", "C", "C", "H", "H", "H", "H", "H", "H", "H", "H", "H", "H", "H", "H", "H", "H", "H", "H", "H", "H", "H", "H", "H", "H", "H", "H", "H", "H", "H", "H", "H", "H"],
  "positions_angstrom": [[0.058932, 0.470954, -0.836992], [-5.854111, -2.386297, -3.846972], [-5.332364, 3.000703, 4.395277], [-3.697321, 3.023758, 5.878093], [1.331709, 0.279439, -3.041201], [0.882569, -2.004082, -0.176953], [-0.754673, -0.536572, 1.490339], [1.852734, 1.745972, 0.768624], [5.002103, 3.289658, 3.022239], [3.704466, 1.412797, 2.261812], [3.980654, 2.789100, 2.294268], [2.653424, 0.959828, 1.502332], [0.460042, 0.023765, -4.170411], [-3.268581, 1.800988, 3.897310], [-3.517501, 1.654964, 2.536448], [-1.606623, 0.230659, 2.331541], [3.526495, 0.383157, -2.096029], [-4.100281, 2.655708, 4.813459], [-2.266825, 0.000747, -1.873801], [0.440836, -2.543163, 0.972113], [-1.342035, 0.373593, 3.690338], [2.713531, 0.043496, -3.322448], [-2.683275, 0.884624, 1.743136], [-0.446713, -1.720027, 1.820820], [0.118440, -1.442767, -4.313273], [2.017786, -4.058617, -0.647744], [1.645320, -2.757630, -0.962291], [-3.016019, 0.502374, -2.951974], [-4.423655, -1.429890, -3.049011], [3.146482, 3.620063, 1.530622], [2.122693, 3.059957, 0.806582], [-4.074606, -0.181786, -3.539223], [-2.687549, -1.262685, -1.421592], [1.571428, -4.602962, 0.540893], [-2.169708, 1.164778, 4.464756], [0.763535, -3.830600, 1.364684], [-3.739882, -1.984108, -1.983781], [0.942909, 0.421094, -5.066119], [1.473003, 3.704029, 0.223843], [3.007103, 0.662399, -4.174579], [-2.873871, 0.755465, 0.682592], [-0.388449, -1.806152, -3.416904], [2.638557, -4.623061, -1.328702], [-0.470560, -0.104581, 4.119784], [0.379447, -4.222361, 2.297105], [3.395394, 1.428324, -1.813316], [2.432867, -0.103708, 1.478862], [-2.779065, 1.478208, -3.371758], [-0.574380, -1.567017, -5.146172], [4.584803, 0.213494, -2.292306], [-0.847256, -2.184409, 2.724465], [-4.344114, 2.164173, 2.054839], [-4.023075, -2.956462, -1.601171], [-2.187680, -1.738114, -0.574398], [-4.625279, 0.246492, -4.366996], [3.244335, -0.245258, -1.247193], [5.572719, 2.693207, 3.592441], [4.304816, 0.714681, 2.830011], [5.168704, 4.278130, 3.066971], [0.997357, -2.055978, -4.517456], [-5.575885, 2.540327, 3.584696], [1.836962, -5.612940, 0.821979], [2.860080, -1.002997, -3.608277], [-0.447204, 0.596580, -3.982237], [3.298361, 4.690976, 1.513590], [-1.977759, 1.312202, 5.518669], [1.965704, -2.306636, -1.894251]],
  "forces_ev_per_a": [[0.10, -0.02, 0.06], [0.00, 0.00, 0.00], [0.00, 0.00, 0.00], [0.02, 0.02, -0.01], [-0.05, -0.07, 0.01], [0.02, -0.03, 0.01], [-0.06, 0.01, -0.01], [-0.13, 0.03, -0.12], [0.00, -0.01, -0.02], [-0.01, -0.01, 0.00], [0.01, 0.01, 0.01], [-0.03, 0.00, 0.01], [0.02, -0.02, -0.01], [-0.01, 0.00, -0.02], [-0.03, 0.05, -0.04], [0.04, -0.02, -0.03], [0.00, -0.01, -0.01], [-0.01, -0.02, 0.01], [0.07, 0.09, 0.06], [-0.03, -0.01, 0.00], [0.02, 0.00, -0.05], [0.01, 0.02, 0.01], [0.04, -0.07, 0.04], [0.02, 0.06, 0.02], [-0.01, 0.03, -0.01], [-0.01, 0.00, 0.01], [-0.02, -0.01, -0.01], [-0.02, -0.04, 0.02], [-0.02, -0.02, -0.01], [-0.01, 0.01, 0.00], [0.00, -0.02, 0.02], [0.00, 0.02, -0.01], [-0.01, 0.04, -0.06], [0.01, 0.00, -0.01], [0.02, -0.02, 0.02], [-0.02, -0.01, 0.01], [0.03, 0.01, 0.01], [-0.01, 0.01, 0.00], [0.01, 0.00, -0.01], [0.01, 0.01, 0.01], [-0.01, 0.04, -0.01], [-0.01, 0.00, 0.00], [0.00, 0.00, 0.00], [-0.01, 0.00, 0.04], [0.00, 0.00, 0.00], [0.00, 0.00, 0.00], [0.01, 0.00, -0.01], [0.00, 0.01, 0.01], [0.01, -0.01, 0.00], [0.00, 0.01, 0.00], [0.04, -0.02, 0.02], [-0.01, 0.00, 0.02], [-0.01, 0.00, 0.00], [0.02, -0.01, 0.00], [0.00, -0.01, 0.00], [0.00, 0.00, 0.01], [0.00, 0.00, 0.00], [0.00, 0.00, 0.00], [0.00, 0.00, 0.01], [0.00, 0.00, 0.01], [0.00, -0.01, -0.01], [0.00, 0.00, 0.00], [-0.02, 0.01, -0.02], [0.00, 0.01, 0.00], [0.00, 0.00, 0.00], [0.01, 0.00, 0.00], [0.01, 0.00, 0.00]]
}